28 unconnected molecules or ions with the total composition C12H77N2O31 in a non-equilibrium geometry. Source: the Open Molecules 2025 dataset; level of theory: ωB97M-V/def2-TZVPD.

```
122
Properties=species:S:1:pos:R:3:forces:R:3:lowdin_charge:R:1
C 4.139234 0.782892 1.177516 0.0 0.0 0.3 0.028
C 3.387770 -0.476756 0.832690 -0.2 1.2 -0.2 -0.461
O 3.729668 -1.546657 1.261771 0.4 -1.1 0.3 0.078
N 2.275096 -0.301340 -0.030385 -0.2 -0.4 -0.4 -0.105
C 2.420212 -1.162809 -1.217819 0.2 -0.2 -0.2 -0.084
C 1.024339 -0.613399 0.691785 -0.2 0.0 0.5 -0.189
C 0.511823 0.587643 1.473297 0.4 0.4 0.0 -0.176
C 0.103321 1.809321 0.630497 -0.3 0.0 -0.1 -0.180
C -0.580731 1.527449 -0.715419 -0.3 0.2 0.1 -0.115
C -2.133147 1.370498 -0.630022 0.1 0.3 0.0 -0.245
N -2.612370 0.953269 0.686738 0.2 -0.2 -0.3 0.001
C -2.653795 -0.477015 0.927304 -0.5 0.1 0.0 -0.161
C -3.616274 -1.326437 0.062027 0.3 -0.5 -0.2 -0.385
C -2.853388 -2.174725 -0.954962 -0.1 0.0 0.5 -0.037
O -4.321938 -2.276337 0.897474 -0.1 0.0 0.1 -0.075
C -2.755480 2.744048 -0.983047 -0.3 0.8 1.3 -0.608
O -3.068240 2.897257 -2.205992 0.2 0.5 -0.1 -0.095
O -2.901996 3.597136 -0.061068 0.1 -1.1 -1.3 -0.029
H 4.953610 0.917623 0.458381 -0.2 0.0 -0.1 0.097
H 4.580451 0.696495 2.174606 0.0 0.0 -0.1 0.076
H 3.478446 1.645232 1.128056 0.0 0.0 -0.1 0.074
H 1.583901 -0.973944 -1.886674 0.0 0.1 0.0 0.080
H 3.324786 -0.911742 -1.770479 -0.1 0.1 0.1 0.075
H 2.440979 -2.234761 -0.992532 -0.1 0.0 0.2 0.064
H 0.282830 -0.972374 -0.024189 0.2 0.2 -0.1 0.100
H 1.180325 -1.449600 1.390670 0.0 0.0 -0.1 0.121
H 1.335521 0.915707 2.127639 -0.1 -0.1 0.1 0.104
H -0.280428 0.294285 2.159394 -0.1 -0.1 -0.2 0.069
H 0.955173 2.469616 0.457444 0.1 -0.3 0.0 0.071
H -0.606056 2.393000 1.225788 0.1 0.0 -0.1 0.105
H -0.394794 2.393759 -1.360431 0.1 -0.1 -0.1 0.101
H -0.145171 0.678311 -1.246686 0.1 0.0 0.1 0.091
H -2.458843 0.697522 -1.431844 0.0 0.0 0.0 0.125
H -3.553934 1.310290 0.779680 0.0 0.1 0.2 0.076
H -2.962039 -0.601865 1.974005 0.1 0.0 0.0 0.118
H -1.661257 -0.918123 0.854438 0.1 0.1 0.0 0.092
H -4.361901 -0.705348 -0.434611 0.1 0.2 0.0 0.121
H -2.308419 -1.544445 -1.658686 -0.1 0.0 -0.1 0.074
H -3.517040 -2.866745 -1.473067 0.0 0.2 -0.1 0.052
H -2.113298 -2.761922 -0.399084 0.0 0.0 -0.1 0.077
H -4.568804 -1.818568 1.708277 0.0 0.0 0.0 0.058
O -3.267228 1.547766 -4.467814 0.0 -0.2 -0.2 -0.089
H -3.415509 2.200098 -5.158226 0.1 0.0 0.0 0.041
H -3.198118 2.074993 -3.637956 -0.1 -0.2 0.3 -0.017
O 2.655446 1.410225 -2.727775 0.2 0.0 -0.1 -0.059
H 2.687148 1.896343 -3.557893 0.0 0.0 0.0 0.028
H 2.464241 2.095482 -2.076568 -0.1 0.0 0.0 0.010
O 5.745097 -1.878207 3.269945 0.2 -0.3 -0.2 -0.056
H 6.165882 -1.034734 3.078920 0.0 0.0 0.0 0.046
H 5.100266 -1.986737 2.549138 -0.2 0.3 0.0 0.010
O 1.547317 -4.626731 -0.520252 -0.2 -0.2 -0.2 -0.053
H 1.284613 -4.556596 0.403268 0.0 0.1 0.0 0.043
H 2.138231 -5.387444 -0.530255 0.1 0.0 0.1 0.039
O -0.694576 -0.739786 4.208756 0.0 -0.1 0.1 -0.044
H -0.560051 -1.642504 4.513171 0.0 0.0 0.0 0.044
H -1.185114 -0.322288 4.924315 0.0 0.0 0.0 0.011
O -0.729341 0.488636 -5.387729 0.2 0.0 0.2 -0.068
H -0.500377 -0.317474 -4.915580 0.0 0.0 0.0 0.047
H -1.443773 0.893383 -4.854854 -0.3 0.1 -0.3 0.011
O 1.763113 4.225098 -2.430758 0.1 -0.1 0.1 -0.040
H 1.756396 4.707542 -3.262058 -0.1 0.0 -0.1 0.048
H 1.577569 4.882714 -1.755290 -0.1 0.0 0.0 0.039
O -0.859529 3.307467 -4.510671 0.1 0.2 0.3 -0.066
H -1.417650 3.328696 -3.714701 0.0 0.1 -0.1 0.021
H -0.165175 2.679590 -4.283618 0.0 0.0 0.0 0.012
O -5.763851 -3.440492 3.251945 -0.1 0.0 0.0 -0.059
H -6.357220 -4.071638 3.667428 0.0 0.0 0.0 0.027
H -5.805520 -3.623619 2.305238 0.1 0.1 0.0 0.021
O -0.435217 -6.425636 -2.604135 0.1 0.0 0.0 -0.068
H -0.945178 -6.732660 -1.849618 0.0 0.0 0.0 0.026
H 0.013268 -5.637942 -2.272148 0.0 0.1 0.0 0.011
O 1.771476 4.417015 1.728661 0.5 0.2 0.1 -0.044
H 1.690949 5.184648 1.153127 -0.2 0.0 0.0 0.054
H 1.812344 4.764798 2.628634 -0.2 0.0 0.1 0.002
O -0.484757 0.612061 6.950279 -0.1 0.1 0.0 -0.045
H -0.129638 0.558758 7.842100 0.0 0.0 0.0 0.047
H 0.202057 1.048721 6.433963 0.0 -0.1 -0.1 0.052
O 1.197608 4.365542 4.544953 -0.1 -0.1 -0.1 -0.053
H 0.462862 3.980744 4.048421 0.0 -0.1 0.0 0.054
H 0.792169 4.749725 5.327733 0.0 0.1 0.0 0.046
O -5.662615 1.148645 0.355586 0.1 -0.1 -0.1 -0.042
H -6.388603 0.632119 0.714877 -0.1 0.2 0.0 0.045
H -5.989798 2.051873 0.259741 -0.1 0.0 0.2 0.018
O 3.164007 -2.564465 -3.875629 0.0 0.0 0.1 -0.050
H 3.393467 -3.477956 -4.063866 0.0 0.0 -0.1 0.022
H 2.955459 -2.208864 -4.743984 0.0 0.0 0.0 0.023
O 3.337786 -3.772928 -6.621820 0.0 -0.1 -0.1 -0.045
H 3.558382 -4.689969 -6.810756 0.0 0.0 0.0 0.040
H 3.115540 -3.395123 -7.478546 0.0 0.0 0.0 0.044
O 3.940879 -4.632077 1.159637 0.1 0.0 -0.1 -0.062
H 3.732658 -3.933325 0.525740 -0.1 0.1 0.1 0.011
H 4.002999 -4.168727 2.000608 0.0 0.0 0.0 0.028
O 1.232314 2.345343 -6.508475 0.1 0.0 0.1 -0.084
H 0.611777 1.718912 -6.098000 -0.1 -0.1 -0.1 -0.017
H 0.698824 3.136610 -6.634119 0.0 0.0 0.1 0.024
O 7.893229 -3.806309 3.234401 -0.1 0.1 -0.1 -0.069
H 7.121720 -3.256559 3.012507 0.0 0.2 0.2 0.002
H 8.301514 -4.001640 2.386774 0.0 -0.2 0.0 0.044
O 6.115768 -5.012102 5.258999 0.0 0.1 0.0 -0.072
H 6.517138 -4.952563 6.129552 0.0 0.0 0.0 0.024
H 6.711333 -4.510824 4.680829 0.0 -0.2 0.0 -0.013
O -7.303429 3.544923 1.074896 -0.1 0.1 -0.1 -0.048
H -7.227333 4.201371 0.373883 0.0 0.0 0.0 0.048
H -7.002463 4.000741 1.867068 0.1 -0.1 0.0 0.049
O -3.421323 1.941957 6.483663 0.0 0.0 0.1 -0.061
H -4.006829 1.818917 7.235994 0.0 0.0 0.0 0.028
H -2.769234 1.236131 6.564687 0.1 0.1 0.0 -0.001
O -5.153727 -3.998161 -2.878123 -0.1 -0.1 -0.1 -0.055
H -5.707853 -4.691438 -2.498773 0.1 -0.1 0.1 -0.003
H -5.219107 -4.120761 -3.829419 0.0 0.1 0.0 0.033
O -4.629467 5.396837 -2.769274 -0.2 0.1 -0.1 -0.090
H -4.780249 5.515522 -1.827083 0.2 0.0 0.0 0.013
H -4.146750 4.554663 -2.785181 0.3 -0.2 0.2 -0.003
O -5.967262 -6.416305 -1.176406 -0.1 -0.1 0.0 -0.042
H -6.120850 -6.394771 -0.227594 0.0 0.1 0.0 0.042
H -5.513189 -7.248818 -1.335668 0.1 0.0 0.0 0.044
O 4.746916 5.538835 2.138811 0.0 0.0 -0.1 -0.047
H 3.853977 5.170500 2.166933 0.0 -0.2 -0.1 0.008
H 4.719080 6.319286 2.699145 0.0 0.0 0.0 0.045
O 5.455890 5.446774 -0.927624 0.0 0.0 0.0 -0.066
H 5.237253 5.373599 0.009343 0.0 0.1 0.2 -0.011
H 5.843778 4.598079 -1.157866 -0.1 0.0 0.0 0.030
```
Positions in Å, forces in eV/Å.

Calculated values
Total energy   -80150.0283 eV
Molecular weight   745.731 g mol⁻¹
Multiplicity   1
Net charge   -1

2 unconnected molecules or ions with the total composition C13H20NO in a non-equilibrium geometry. Source: the Open Molecules 2025 dataset; level of theory: ωB97M-V/def2-TZVPD.

```
35
Properties=species:S:1:pos:R:3:forces:R:3:nbo_charge:R:1
C -1.338023 -3.298154 2.142564 1.6 -2.0 -0.7 -0.102
C -1.593664 -2.024510 2.631045 0.0 0.2 -2.1 -0.227
C -1.047206 -3.588781 0.766359 0.7 0.7 0.9 -0.227
C -1.639863 -0.956969 1.721148 -0.4 0.8 0.5 -0.101
C -1.060332 -2.497534 -0.099005 -0.6 0.6 0.5 0.105
C -1.364617 -1.169709 0.359043 0.1 -2.2 2.0 -0.273
C -0.796100 -2.508868 -1.569140 -1.0 1.3 0.3 -0.427
C -1.143339 -1.026939 -1.961889 -3.1 -1.5 -0.7 -0.502
C -1.363843 -0.265174 -0.718313 -0.7 -0.9 0.1 0.687
C 2.961781 1.791541 -0.286248 -2.9 -0.5 2.6 -0.610
C 0.985381 2.963743 -1.367605 1.5 1.0 -1.6 -0.642
C 1.049884 2.629051 1.202447 -1.8 -4.8 -0.3 -0.594
C 1.391503 2.005308 -0.227868 1.5 2.0 -0.4 0.115
N 0.738274 0.721839 -0.370846 -0.9 -1.3 3.1 -0.802
O -1.945806 0.869548 -0.786602 -0.7 1.7 0.9 -0.583
H -1.140218 -4.125592 2.883472 -0.6 1.0 -0.9 0.241
H -1.671390 -1.951100 3.677302 -0.4 0.6 1.0 0.244
H -0.559265 -4.545461 0.419967 -1.2 0.9 0.6 0.251
H -1.912245 0.075818 2.047507 0.4 -0.9 0.0 0.217
H 0.214113 -2.776942 -1.687019 1.4 -0.3 -0.7 0.242
H -1.459665 -3.217794 -2.083822 0.4 0.2 0.1 0.252
H -0.531795 -0.414874 -2.575723 0.5 -0.1 -1.3 0.259
H -2.274738 -1.190627 -2.403199 2.7 1.1 0.7 0.288
H 3.184309 1.465769 0.716148 0.4 -0.8 0.4 0.206
H 3.240165 1.069781 -0.970627 0.5 -1.5 -1.5 0.206
H 3.547616 2.630174 -0.366715 1.0 2.4 -0.7 0.223
H 0.737616 2.575262 -2.374420 -0.1 -0.8 0.7 0.221
H 1.856272 3.649457 -1.731535 -1.4 -0.9 1.4 0.236
H 0.146088 3.564449 -1.075540 -0.4 0.5 0.1 0.216
H 1.754061 3.324826 1.521228 1.4 0.9 0.6 0.230
H 0.040666 3.036969 1.400769 0.3 -0.1 -0.8 0.211
H 1.020272 1.598007 1.835807 0.6 2.7 -0.6 0.187
H 1.015019 0.040492 0.382853 -0.2 1.3 -0.5 0.373
H 1.015209 0.224604 -1.149193 1.1 -0.7 -2.5 0.363
H -2.056119 1.322388 0.097650 0.1 -0.8 -1.2 0.516
```
Positions in Å, forces in eV/Å.

Calculated values
Molecular weight   206.309 g mol⁻¹
Multiplicity   1
Net charge   +1
ΔE to the lowest compared entry with this formula, charge and spin   60.26 kcal/mol

A molecular structure, C30H26AsCl2F6N2O6S2W in a non-equilibrium geometry. Source: the Open Molecules 2025 dataset; level of theory: ωB97M-V/def2-TZVPD.

```
76
Properties=species:S:1:pos:R:3:forces:R:3:lowdin_charge:R:1
W 0.126021 0.138767 -0.173864 -0.1 -1.1 -0.5 1.595
N -0.384291 -2.573805 -0.053889 0.1 0.1 -0.2 -0.008
C 0.859096 -3.203904 -0.520180 -0.1 0.1 0.1 -0.144
C 1.913893 -2.144848 -0.773878 0.2 -0.1 -0.1 -0.609
O 3.090676 -2.305632 -0.689914 -0.1 0.0 -0.1 0.142
O 1.378660 -0.950127 -1.156447 0.2 0.5 0.4 -0.278
H -0.697779 -2.987896 0.814552 0.0 0.0 0.0 0.087
H -1.124581 -2.717361 -0.731133 0.0 0.0 0.0 0.061
H 0.712716 -3.748434 -1.454986 0.0 0.0 0.0 0.142
H 1.268914 -3.901038 0.206692 0.0 0.0 0.0 0.129
Cl -1.523641 5.375886 -0.410879 0.0 0.0 0.0 0.590
C -2.834591 4.542664 -1.248827 0.0 0.0 -0.1 -0.937
Cl -3.031360 2.866769 -0.690454 0.0 0.2 0.1 0.632
H -2.603348 4.519511 -2.307079 0.0 0.0 0.0 0.033
H -3.760128 5.067626 -1.049718 0.0 0.0 0.0 0.032
C -0.299079 -1.420457 6.538474 0.0 0.0 0.0 -0.058
C -0.114842 -0.141268 6.024913 0.0 0.0 0.0 -0.055
C 0.408641 0.030309 4.755005 0.0 0.0 0.1 -0.118
C 0.753743 -1.082832 3.991702 0.1 -0.2 0.0 -0.428
C 0.569062 -2.361329 4.506660 0.0 0.0 0.0 -0.120
C 0.044866 -2.529171 5.782477 0.0 0.0 0.0 -0.064
As 1.428120 -1.005752 2.166442 -0.1 0.4 0.0 1.442
C 2.756771 0.412653 2.242555 0.0 0.0 0.2 -0.400
C 3.297766 0.884443 1.044163 0.1 -0.1 0.0 -0.128
C 4.306448 1.834617 1.055351 0.0 0.0 0.0 -0.056
C 4.816513 2.291621 2.261063 0.0 0.0 0.0 -0.056
C 4.329465 1.783447 3.457020 0.0 0.0 0.0 -0.061
C 3.305747 0.848236 3.451944 -0.1 0.1 -0.1 -0.097
C -0.477597 0.091374 1.713291 0.3 -0.1 0.2 -0.469
C -1.610367 -0.417514 2.445270 -0.1 0.1 -0.1 -0.129
C -2.554519 0.436195 2.871205 0.0 0.1 0.0 -0.033
C -2.450713 1.868373 2.639547 -0.1 0.0 0.0 -0.065
C -1.400659 2.422919 2.028542 0.0 0.0 0.0 -0.086
C -0.230610 1.592174 1.628801 0.0 -0.1 0.3 -0.335
H -0.708037 -1.548520 7.531801 0.0 0.0 0.0 0.113
H -0.382040 0.724548 6.616433 0.0 0.0 0.0 0.114
H 0.543945 1.031977 4.368916 0.0 0.0 0.0 0.107
H 0.844331 -3.229856 3.919946 0.0 0.0 0.0 0.096
H -0.087540 -3.525019 6.183657 0.0 0.0 0.0 0.112
H 2.964774 0.495223 0.089854 0.1 0.0 0.0 0.079
H 4.703525 2.202142 0.118444 0.0 0.0 0.0 0.117
H 5.610816 3.026348 2.268505 0.0 0.0 0.0 0.113
H 4.749862 2.111007 4.398679 0.0 0.0 0.0 0.112
H 2.950018 0.451582 4.390727 0.0 0.0 0.1 0.094
H -1.710662 -1.484149 2.595286 0.0 0.0 0.0 0.114
H -3.432031 0.058839 3.379730 0.0 0.0 0.0 0.120
H -3.267976 2.495494 2.971414 0.0 0.0 0.0 0.117
H -1.349732 3.490322 1.860982 0.0 0.0 0.0 0.086
H 0.629431 1.786322 2.287438 0.0 0.1 -0.1 0.118
F -3.753944 -0.461218 -3.929578 0.0 0.0 0.0 0.192
C -3.421453 0.312566 -2.926151 0.0 -0.1 0.1 -0.702
F -4.373003 0.293589 -2.005487 0.0 0.0 0.0 0.152
F -3.202939 1.539541 -3.342982 0.0 0.0 0.0 0.135
S -1.872358 -0.426694 -2.117844 -0.1 0.3 -0.1 0.685
O -1.994059 -0.284693 -0.630260 -0.2 0.3 -0.1 -0.411
O -1.794033 -1.757840 -2.616800 0.0 0.0 0.0 -0.224
N -0.610837 0.547424 -2.279347 0.0 -0.3 -0.1 -0.381
S -0.136573 0.992220 -3.799778 -0.2 -0.1 0.0 0.654
O -1.086395 0.426465 -4.704510 0.1 0.0 0.0 -0.238
O 0.195212 2.373290 -3.794650 0.0 0.0 0.1 -0.231
C 1.456313 0.098967 -4.087802 0.0 0.0 0.0 -0.685
F 2.380208 0.542637 -3.243432 0.0 0.0 0.0 0.149
F 1.284504 -1.205602 -3.943794 0.0 0.0 0.0 0.164
F 1.829968 0.365492 -5.328153 0.0 0.0 0.0 0.178
C 0.537631 1.905362 0.222368 -0.2 0.0 0.0 -0.211
C 1.187781 3.190873 0.065729 0.1 0.0 0.0 -0.264
C 1.742713 3.502854 -1.178518 0.0 0.0 0.0 -0.029
C 2.384519 4.711517 -1.378270 0.0 0.0 0.0 -0.050
C 2.500023 5.620123 -0.334956 0.0 0.0 0.0 -0.057
C 1.976178 5.308021 0.913637 0.0 0.0 0.0 -0.067
C 1.324531 4.104521 1.114598 0.0 0.0 0.1 -0.060
H 1.653704 2.801243 -1.994356 0.0 0.0 0.0 0.083
H 2.795642 4.942302 -2.351994 0.0 0.0 0.0 0.116
H 3.001825 6.565763 -0.490612 0.0 0.0 0.0 0.112
H 2.075970 6.005744 1.734516 0.0 0.0 0.0 0.113
H 0.932373 3.885463 2.099394 0.0 0.0 0.0 0.112
```
Positions in Å, forces in eV/Å.

Calculated values
Molecular weight   1018.336 g mol⁻¹
Multiplicity   1
Net charge   +1
ΔE to the lowest compared entry with this formula, charge and spin   37.49 kcal/mol

C17H18ClN3O3 in the gas phase. Source: the Open Molecules 2025 dataset; level of theory: ωB97M-V/def2-TZVPD.

```
42
Properties=species:S:1:pos:R:3:forces:R:3:nbo_charge:R:1
O 3.585539 2.161733 -1.085345 0.0 0.2 -0.3 -0.619
C 3.638864 1.218226 -0.328126 0.2 -0.5 0.1 0.645
C 4.299436 -0.117600 -0.709695 0.1 0.3 -0.3 -0.164
O 3.610941 -1.218214 -0.155391 -0.1 -0.3 0.1 -0.503
C 2.333916 -1.456522 -0.566074 -0.1 -0.1 0.1 0.349
C 1.712607 -0.857151 -1.655996 0.3 0.0 0.0 -0.322
C 0.410081 -1.193499 -1.990680 0.0 -0.1 0.0 -0.186
C -0.294943 -2.120710 -1.243478 0.0 0.0 -0.1 -0.256
C 0.306304 -2.718371 -0.145914 0.1 0.1 0.0 -0.210
C 1.604085 -2.384109 0.189551 0.2 0.1 0.0 -0.118
Cl 2.359280 -3.102102 1.569380 0.0 -0.1 0.1 0.022
N 3.152537 1.202439 0.925030 0.0 -0.2 0.4 -0.616
C 2.337793 2.249118 1.497115 -0.3 0.2 0.1 -0.228
C 0.875390 1.808116 1.592192 0.2 0.2 -0.3 -0.409
C 0.196649 1.817841 0.215793 0.1 0.1 0.3 -0.233
N -0.940867 0.931136 0.167712 0.1 -0.1 0.0 -0.614
C -2.214165 1.365197 0.308279 0.3 -0.3 0.0 0.657
O -2.508992 2.533507 0.461330 -0.2 0.3 0.0 -0.622
C -3.243483 0.284963 0.226980 -0.4 -0.1 0.0 -0.173
C -4.496751 0.588486 -0.299926 0.2 -0.1 0.1 -0.130
C -5.452198 -0.408491 -0.382347 0.1 0.0 0.0 -0.256
C -5.116460 -1.676857 0.069731 -0.2 0.1 -0.1 0.044
N -3.941954 -1.968859 0.602488 0.0 -0.5 0.2 -0.423
C -3.035117 -1.013382 0.687230 0.2 0.4 -0.1 0.044
H 4.388570 -0.186822 -1.798711 -0.1 0.1 0.1 0.204
H 5.302660 -0.157549 -0.275944 -0.1 0.0 -0.1 0.222
H 2.237210 -0.127308 -2.251366 0.1 0.1 0.0 0.240
H -0.052552 -0.719047 -2.842210 0.0 0.1 -0.1 0.226
H -1.308966 -2.380589 -1.504465 -0.1 0.0 0.0 0.233
H -0.229959 -3.438282 0.451605 0.0 -0.1 0.1 0.238
H 3.222232 0.340056 1.447190 0.0 0.0 -0.2 0.405
H 2.434219 3.123594 0.850873 0.0 0.0 0.1 0.231
H 2.724380 2.492054 2.490842 0.0 0.1 -0.1 0.203
H 0.333604 2.465355 2.271547 -0.1 0.0 0.1 0.221
H 0.837718 0.795309 2.004263 0.0 0.0 0.1 0.197
H 0.907356 1.509409 -0.554587 -0.1 0.1 0.0 0.206
H -0.163347 2.822886 -0.013843 0.1 -0.1 -0.1 0.234
H -0.759327 -0.049052 0.017345 -0.1 0.0 -0.1 0.411
H -4.694243 1.596339 -0.634171 0.0 0.1 0.0 0.239
H -6.431912 -0.209659 -0.787682 -0.1 0.0 0.0 0.223
H -5.818691 -2.498161 0.013915 -0.1 0.0 0.0 0.195
H -2.107457 -1.303431 1.165552 0.1 0.1 0.0 0.193
```
Positions in Å, forces in eV/Å.

Calculated values
SMILES   O=C(COc1ccccc1Cl)NCCCNC(=O)c1cccnc1
Molecular weight   347.802 g mol⁻¹
Multiplicity   1
Net charge   0
ΔE to the lowest compared entry with this formula, charge and spin   4.78 kcal/mol